{
  "formula": "C5H8NO",
  "method": "ωB97M-V/def2-TZVPD",
  "symbols": ["C", "C", "C", "C", "C", "N", "O", "H", "H", "H", "H", "H", "H", "H", "H"],
  "xyz": [[-2.503846, 0.705875, -0.304086], [-1.521973, -0.969612, 0.400198], [-1.092703, 0.612856, 0.212142], [2.176334, -0.266046, -0.567726], [1.359137, 0.563417, 0.387397], [-2.690094, -0.534277, -0.260607], [-0.022111, 1.088630, -0.168794], [-3.033581, 1.525885, -0.661780], [-0.825891, -1.726419, -0.058523], [-1.822047, -1.118124, 1.460674], [1.728870, -1.045182, -1.064148], [2.479054, 0.371666, -1.297161], [3.035443, -0.691806, -0.107962], [1.655555, 1.530528, 0.818723], [1.077851, -0.047386, 1.211653]],
  "atomic_forces_ev_per_a": [[1.8235, 0.8280, 0.9020], [1.8783, 0.9227, 2.6364], [-0.4034, -3.0738, -0.9546], [-0.3310, 1.7939, 1.4779], [-1.0529, -0.2104, 0.8741], [-1.4975, -0.7009, -1.9395], [0.6646, 0.4952, -0.0916], [-1.2968, 1.0240, -0.5853], [-1.0742, 0.6375, 0.4574], [0.7369, -0.5914, -0.6671], [-1.8255, -1.8885, -0.6986], [1.3912, 1.7524, -2.3699], [0.7130, -0.0238, 0.8746], [0.8107, -0.5152, -0.7453], [-0.5370, -0.4496, 0.8295]],
  "lowdin_charge": [0.023, -0.034, -0.091, -0.014, -0.031, 0.136, 0.107, 0.123, 0.148, 0.142, 0.067, 0.060, 0.105, 0.151, 0.109],
  "total_energy_ha": -324.9076,
  "homo_ev": -16.1025,
  "de_lowest_ev": 3.575,
  "charge": 1,
  "multiplicity": 1
}